[1]
Molecular formula: C13H23N5Ru
Method: DFT, ωB97M-V with the def2-TZVPD basis set

As for the total charge: +4. As for the strongest force on any atom: 0.0649 hartree/bohr. As for the total energy: -23840.3065 eV. As for the spin multiplicity: 5. Its expectation value of S² is 6.030.

Positions of all 42 atoms, in Å:
H -3.62 -0.68 -2.39
H 1.23 -2.19 -2.62
H -3.31 -1.65 1.27
C 1.22 3.39 -2.20
C -1.38 -2.65 1.13
H 1.06 1.29 4.28
H -0.10 -0.05 2.86
H -1.29 -1.25 -2.53
Ru -0.51 -0.46 0.37
C -0.24 -2.47 -1.08
H 1.20 4.49 -2.27
H 0.20 3.03 -2.33
N 1.43 1.75 3.45
C -2.42 -1.77 0.65
H -2.25 -2.98 3.08
H -1.84 -4.43 2.18
C -2.46 -1.34 -0.71
H 1.83 3.11 -3.07
N 0.48 1.09 -0.60
H 0.34 1.13 -1.62
H 2.77 4.67 -0.10
H -3.96 0.21 -0.89
C -1.51 -3.39 2.39
H 0.23 -3.59 -2.80
H 0.46 -3.67 0.59
H -0.55 -3.57 2.89
H 3.53 4.03 -1.51
N 1.82 3.01 -0.96
C -1.27 -1.54 -1.48
C 3.00 3.72 -0.61
H 2.24 2.87 1.44
H 3.70 3.14 0.01
C 1.27 2.04 -0.15
N 1.60 2.12 1.18
C -0.28 -2.94 0.26
C 1.08 1.39 2.23
H -4.56 -1.39 -1.07
H 2.08 2.50 3.67
C -3.68 -0.77 -1.31
H 1.49 -3.63 -1.58
N 0.25 0.39 2.00
C 0.74 -2.98 -2.04



[2]
Molecular formula: BaH16O8
Method: DFT, ωB97M-V with the def2-TZVPD basis set

Its energy relative to the best compared isomer or geometry (same formula, charge and spin) is 12.4 kJ/mol. As for the total charge: +2. As for the strongest force on any atom: 0.0117 hartree/bohr.

Positions of all 25 atoms, in Å:
H -2.55 -2.20 0.16
H -1.67 -2.82 -0.91
H 2.24 -2.77 -1.16
H 2.87 0.99 -1.87
Ba 0.20 -0.17 0.12
O 1.65 -2.48 -0.45
H 3.15 1.18 -0.37
H -0.72 -1.30 -3.14
H -2.25 0.09 2.41
H -2.34 1.80 -1.36
O -2.18 0.95 -0.93
O 2.50 0.80 -0.99
O -0.19 -0.66 -2.65
H 1.22 -3.29 -0.14
O 1.88 0.31 2.31
H 2.29 1.15 2.58
H 0.44 3.41 0.62
O -0.07 2.60 0.53
O -1.78 -2.01 -0.40
H -0.80 2.68 1.16
H 2.08 -0.29 3.04
O -1.30 0.28 2.36
H -0.43 0.19 -3.04
H -3.05 0.54 -0.87
H -1.16 1.01 2.98



[3]
Molecular formula: C18H12BrFNO2RuSbSe5
Method: DFT, ωB97M-V with the def2-TZVPD basis set

Its energy relative to the best compared isomer or geometry (same formula, charge and spin) is 0.0 kJ/mol. As for the total charge: -2. As for the strongest force on any atom: 0.0120 hartree/bohr. As for the spin multiplicity: 5. Its expectation value of S² is 6.058.

Positions of all 42 atoms, in Å:
C 1.58 2.15 3.00
H 1.15 5.46 4.96
Ru -0.38 -0.26 1.00
C -2.19 -1.11 -2.92
C 1.32 -1.95 -4.09
Se 1.83 0.50 2.05
H -2.48 -4.17 -1.53
H -0.39 1.67 3.72
H 3.50 2.91 2.45
H 0.99 -3.66 -2.80
N 1.88 0.09 -3.03
Se -0.46 1.93 0.21
C 2.60 3.10 3.02
H -0.68 3.78 4.92
C -2.47 -2.44 -2.78
C 0.25 3.59 4.41
H 1.94 0.09 -0.98
C -1.40 -1.06 -0.63
C 1.65 -0.61 -4.13
Br 1.01 -2.89 -5.72
Se -3.25 2.61 3.07
C -1.66 -0.42 -1.84
O 1.60 -3.77 -0.34
C 1.22 -2.60 -2.88
H 1.73 -0.09 -5.08
C -2.24 -3.12 -1.60
H -2.39 -0.61 -3.86
Sb -2.97 0.62 1.77
O 0.93 -1.88 0.59
H -1.45 0.64 -1.96
C -1.70 -2.42 -0.53
C 1.44 -1.87 -1.73
Se -4.75 -0.10 0.37
C 1.76 -0.52 -1.86
Se -1.72 -1.16 2.98
C 1.33 -2.58 -0.39
H 3.25 5.01 3.72
C 2.45 4.28 3.73
F -3.00 -3.12 -3.84
C 0.41 2.40 3.72
H -1.50 -2.96 0.39
C 1.27 4.53 4.42



[4]
Molecular formula: C3H7NO
Method: DFT, ωB97M-V with the def2-TZVPD basis set

Its energy relative to the best compared isomer or geometry (same formula, charge and spin) is 308.5 kJ/mol. As for the total charge: 0. Its SMILES is C=CN(C)O. As for the strongest force on any atom: 0.0369 hartree/bohr.

Positions of all 12 atoms, in Å:
C 0.80 1.14 0.11
H 1.83 1.41 0.34
O 1.68 -1.10 -0.01
N 0.61 -0.24 0.48
H -0.52 -1.95 0.37
H 0.13 1.75 0.72
H 1.70 -1.10 -0.99
H -1.86 0.78 -0.14
H 0.60 1.34 -0.95
H -2.65 -0.87 -0.09
C -1.74 -0.29 -0.06
C -0.58 -0.88 0.21



[5]
Molecular formula: C13H13BBrClF3N2O7PS
Method: DFT, ωB97M-V with the def2-TZVPD basis set

As for the total charge: 0. As for the strongest force on any atom: 0.0241 hartree/bohr. As for the total energy: -142526.0660 eV.

Positions of all 43 atoms, in Å:
O 3.48 -4.61 2.04
C -3.71 3.55 -1.60
B -1.32 -1.72 0.55
O -2.92 3.43 -0.71
C -5.24 1.41 -0.02
C 0.45 0.15 0.87
H 3.46 -4.40 -0.43
O -4.55 2.63 -2.03
H 3.71 -2.07 2.50
O -2.11 -1.23 1.55
H 4.30 0.27 2.26
P 4.55 0.66 0.16
Cl 4.18 2.59 -0.48
H 5.08 -3.85 -0.24
C 1.77 0.69 0.80
O -1.92 -2.57 -0.34
S 0.34 2.39 1.63
C 4.04 -3.60 0.00
O 4.91 0.82 1.76
H -6.27 1.74 -0.18
F -3.31 4.62 -3.67
C 2.85 -0.10 0.31
H -5.25 0.42 0.44
C -4.50 1.36 -1.34
C 3.79 -2.21 -0.61
N 1.82 1.95 1.22
F -5.13 5.15 -2.62
F -3.22 5.84 -1.88
H -2.00 -3.44 0.07
N -0.44 1.02 1.32
C 3.95 -3.66 1.49
C 0.19 -1.20 0.45
O 4.46 -2.61 2.21
H -4.77 2.11 0.67
C 2.62 -1.40 -0.08
H -1.62 -1.05 2.36
C -3.84 4.82 -2.45
Br 0.95 -3.69 -0.61
H -3.46 1.05 -1.21
H 3.68 -2.34 -1.69
C 1.27 -1.91 0.00
H 4.70 -1.65 -0.48
H -4.97 0.64 -2.01



[6]
Molecular formula: C5H15N2O
Method: DFT, ωB97M-V with the def2-TZVPD basis set

Its energy relative to the best compared isomer or geometry (same formula, charge and spin) is 274.9 kJ/mol. As for the total charge: +1. Its SMILES is CN[C@](C)(O)C[NH2+]C. As for the strongest force on any atom: 0.1037 hartree/bohr.

Positions of all 23 atoms, in Å:
H -1.29 -0.96 1.94
H -2.02 1.45 1.51
C -0.77 -0.70 -0.07
H -2.66 0.01 -0.66
C -1.12 -2.04 -0.58
H 3.34 0.28 -0.81
H 0.55 0.36 -1.46
C 0.59 -0.26 -0.62
N -1.72 0.27 -0.36
H -0.74 1.94 0.37
N 1.48 0.29 0.40
H -2.09 -2.51 -0.12
H -2.46 2.25 -0.11
H -1.28 -1.97 -1.62
H 1.00 -1.05 -1.10
H 2.77 1.89 -0.47
O -0.56 -0.62 1.38
H -0.27 -2.75 -0.60
H 0.93 1.07 0.72
H 1.60 -0.44 0.99
C 2.83 0.89 -0.02
H 3.62 0.99 0.93
C -1.72 1.60 0.38